Computed, not measured: a 2-piece molecular cluster, C5H12O2 overall at a distorted geometry, with wB97M-V/def2-TZVPD.

## Properties
- SMILES: C1CCOCC1.O
- E: -9473.75138 eV
- Gap between HOMO and LUMO: 0.3737 Ha
- LUMO level: 0.736 eV
- 2S+1: 1
- Max |F|: 1.77 eV Å⁻¹
- HOMO energy: -9.434 eV

Element x y z (Å)
O1 1.109 -2.017 -0.866
C1 1.496 -2.442 0.429
C2 0.993 -0.608 -0.977
C3 0.486 -1.930 1.476
C4 0.000 0.000 0.000
C5 0.194 -0.405 1.450
H1 1.613 -3.539 0.330
H2 2.490 -2.019 0.671
H3 0.499 -0.297 -1.919
H4 1.987 -0.122 -0.942
H5 -0.441 -2.452 1.170
H6 0.732 -2.255 2.505
H7 0.037 1.099 0.126
H8 -0.993 -0.258 -0.416
H9 0.912 0.252 1.977
H10 -0.788 -0.302 1.952
O2 -0.800 1.724 -2.806
H11 -0.656 1.896 -3.764
H12 -1.513 1.046 -2.781

---

Computed, not measured: a 10-piece molecular cluster, C5H28NO11 overall at a distorted geometry, with wB97M-V/def2-TZVPD.

## Properties
- E: -29655.25299 eV
- Total charge: -1
- Gap between HOMO and LUMO: 0.3466 Ha
- LUMO level: 2.917 eV
- 2S+1: 1
- Max |F|: 3.65 eV Å⁻¹
- HOMO energy: -6.515 eV

Element x y z (Å)
O1 1.144 -1.913 0.546
C1 -0.012 -1.523 0.683
N1 -0.238 -0.704 1.778
C2 -1.472 0.047 1.842
C3 -1.293 1.203 2.861
C4 -1.204 2.605 2.170
O2 -0.282 2.610 1.121
C5 -1.190 -2.167 0.005
H1 0.561 -0.138 2.153
H2 -2.404 -0.529 2.125
H3 -1.874 0.450 0.906
H4 -2.157 1.093 3.516
H5 -0.320 1.077 3.342
H6 -2.153 2.968 1.745
H7 -1.007 3.307 2.979
H8 -1.273 -1.736 -1.006
H9 -2.157 -2.060 0.493
H10 -1.192 -3.273 -0.093
H11 0.586 2.174 1.498
H12 2.050 1.717 2.964
O3 1.777 1.382 2.105
H13 -0.258 1.611 -0.335
H14 1.013 0.986 -1.031
O4 0.057 1.098 -1.120
H15 0.693 -1.521 -1.938
H16 1.647 -2.357 -2.767
O5 0.878 -1.765 -2.851
H17 2.139 -2.948 -0.716
H18 3.323 -2.022 -0.788
O6 2.875 -2.723 -1.303
H19 3.030 1.221 1.267
H20 3.742 1.464 -0.164
O7 3.942 1.311 0.764
H21 -1.837 0.092 -3.282
H22 -2.199 -1.171 -4.019
O8 -2.508 -0.628 -3.288
H23 3.223 -1.642 1.182
H24 4.000 -0.326 0.724
O9 4.046 -1.323 0.800
H25 -4.046 -0.141 -0.828
H26 -4.216 0.069 -2.353
O10 -4.503 0.386 -1.487
H27 0.236 0.743 -3.662
H28 -0.586 1.722 -2.839
O11 -0.582 1.275 -3.699

---

Computed, not measured: C32H52O4S3Si2V as an isolated structure, with wB97M-V/def2-TZVPD.

## Properties
- E: -116179.14262 eV
- Total charge: -1
- Gap between HOMO and LUMO (spin up / spin down): 0.2562 / 0.2553 Ha
- LUMO level (spin up / spin down): 2.569 / 2.569 eV
- 2S+1: 3
- Max |F|: 0.84 eV Å⁻¹
- HOMO energy (spin up / spin down): -4.402 / -4.377 eV

Element x y z (Å)
V1 -0.094 -2.062 -0.243
C1 -1.858 -5.510 2.369
C2 -0.955 -4.591 1.586
S1 -1.704 -3.079 1.078
C3 0.326 -4.877 1.292
C4 1.024 -6.131 1.727
S2 1.344 -3.731 0.424
H1 -2.889 -5.171 2.298
H2 -1.588 -5.524 3.428
H3 -1.818 -6.538 2.002
H4 0.363 -6.804 2.273
H5 1.873 -5.896 2.374
H6 1.424 -6.668 0.863
C5 1.275 3.447 3.333
C6 0.940 1.959 3.227
C7 0.841 1.336 4.617
C8 -0.359 1.739 2.466
O1 2.016 1.282 2.579
Si1 2.433 1.178 0.997
S3 1.529 -0.367 -0.056
O2 2.127 2.650 0.343
C9 2.799 3.382 -0.686
C10 3.088 2.482 -1.882
C11 4.091 3.976 -0.122
C12 1.839 4.500 -1.079
O3 4.061 0.972 0.954
C13 4.916 0.171 1.779
C14 4.290 -1.191 2.060
C15 6.208 0.007 0.985
C16 5.183 0.927 3.081
H7 0.505 3.970 3.906
H8 1.338 3.887 2.342
H9 2.233 3.578 3.838
H10 0.057 1.818 5.204
H11 1.790 1.448 5.144
H12 0.615 0.274 4.532
H13 -1.195 2.200 2.994
H14 -0.545 0.669 2.374
H15 -0.304 2.171 1.464
H16 3.769 1.679 -1.601
H17 3.546 3.059 -2.688
H18 2.165 2.035 -2.251
H19 4.778 3.184 0.165
H20 3.868 4.583 0.757
H21 4.571 4.611 -0.869
H22 0.915 4.078 -1.473
H23 2.286 5.142 -1.840
H24 1.598 5.109 -0.207
H25 4.042 -1.709 1.135
H26 3.372 -1.084 2.637
H27 4.985 -1.809 2.634
H28 6.004 -0.525 0.055
H29 6.946 -0.556 1.557
H30 6.625 0.985 0.742
H31 4.255 1.062 3.631
H32 5.609 1.908 2.866
H33 5.888 0.372 3.705
C17 -3.071 1.761 -3.531
C18 -1.897 0.844 -3.189
C19 -1.164 0.417 -4.458
C20 -0.918 1.640 -2.312
Si2 -2.437 -0.682 -2.195
O4 -1.138 -1.510 -1.710
C21 -3.537 -1.881 -3.155
C22 -4.199 -1.639 -4.354
C23 -5.000 -2.606 -4.947
C24 -5.154 -3.844 -4.344
C25 -4.498 -4.108 -3.149
C26 -3.701 -3.136 -2.566
C27 -3.452 -0.124 -0.703
C28 -2.824 0.283 0.470
C29 -3.556 0.719 1.564
C30 -4.940 0.764 1.499
C31 -5.585 0.367 0.338
C32 -4.845 -0.074 -0.746
H34 -2.705 2.640 -4.075
H35 -3.570 2.116 -2.626
H36 -3.825 1.279 -4.159
H37 -0.803 1.300 -4.999
H38 -1.803 -0.153 -5.137
H39 -0.299 -0.202 -4.214
H40 -0.569 2.520 -2.868
H41 -0.052 1.047 -2.015
H42 -1.396 2.005 -1.398
H43 -4.092 -0.681 -4.851
H44 -5.502 -2.390 -5.883
H45 -5.777 -4.601 -4.804
H46 -4.606 -5.073 -2.669
H47 -3.189 -3.357 -1.636
H48 -1.740 0.255 0.534
H49 -3.044 1.015 2.470
H50 -5.515 1.099 2.354
H51 -6.668 0.390 0.283
H52 -5.365 -0.403 -1.640

---

Computed, not measured: a 2-piece molecular cluster, CH2INS2 overall at a distorted geometry, with wB97M-V/def2-TZVPD.

## Properties
- E: -32326.73916 eV
- Gap between HOMO and LUMO (spin up / spin down): 0.2710 / 0.2711 Ha
- LUMO level (spin up / spin down): -0.910 / -0.910 eV
- 2S+1: 1
- Max |F|: 5.06 eV Å⁻¹
- HOMO energy (spin up / spin down): -8.285 / -8.286 eV

Element x y z (Å)
C1 0.531 0.400 0.177
N1 -1.447 -0.459 0.184
S1 0.864 1.823 0.770
S2 1.615 -0.858 -0.370
I1 -2.879 0.614 -0.487
H1 -1.303 -1.163 -0.594
H2 2.618 -0.357 0.319

---

Computed, not measured: one molecule with the formula C7H14N3O4P at a distorted geometry, with wB97M-V/def2-TZVPD.

## Properties
- E: -29430.98443 eV
- Gap between HOMO and LUMO (spin up / spin down): 0.3305 / 0.3175 Ha
- LUMO level (spin up / spin down): 0.321 / 0.511 eV
- 2S+1: 1
- Max |F|: 5.66 eV Å⁻¹
- HOMO energy (spin up / spin down): -8.674 / -8.129 eV

Element x y z (Å)
C1 -2.231 1.032 -1.634
C2 -1.850 2.178 -0.773
C3 0.494 -1.621 2.383
C4 1.516 -2.425 1.613
C5 0.109 -0.459 1.524
C6 1.626 -1.722 0.223
C7 0.176 -0.999 0.103
N1 -3.338 0.538 0.243
N2 1.024 1.392 -2.666
N3 -0.370 2.428 -0.679
O1 1.908 1.269 -0.115
O2 -3.138 0.270 -1.032
O3 -2.471 1.602 0.497
O4 0.131 -0.263 -1.044
P1 0.747 1.222 -0.996
H1 -2.089 0.884 -2.754
H2 -2.432 3.053 -1.103
H3 -0.360 -2.192 2.447
H4 0.920 -1.202 3.420
H5 2.409 -2.426 2.258
H6 1.071 -3.409 1.250
H7 -0.956 -0.037 1.787
H8 0.785 0.305 1.589
H9 2.393 -0.913 0.092
H10 1.679 -2.313 -0.662
H11 -0.390 -1.955 -0.036
H12 1.554 2.255 -2.921
H13 1.129 0.556 -3.178
H14 -0.044 2.951 0.162

---

Computed, not measured: a 4-piece molecular cluster, CH8O4 overall, with wB97M-V/def2-TZVPD.

## Properties
- SMILES: C=O.O.O.O
- E: -9355.80124 eV
- Gap between HOMO and LUMO: 0.4093 Ha
- LUMO level: 0.271 eV
- 2S+1: 1
- Max |F|: 0.74 eV Å⁻¹
- HOMO energy: -10.868 eV

Element x y z (Å)
O1 2.136 -0.296 -0.877
C1 2.332 -1.434 -0.550
H1 2.662 -1.715 0.461
H2 2.215 -2.254 -1.273
H3 -1.746 0.368 -0.620
H4 -2.027 -0.659 0.556
O2 -1.972 0.264 0.310
H5 0.723 0.639 -2.282
H6 0.185 1.266 -3.601
O3 0.083 1.261 -2.648
H7 -1.875 0.680 2.840
H8 -2.047 -0.730 3.286
O4 -1.817 0.137 3.639

---

Listing energy above the lowest of the compared OMol25 structures with the same formula, charge and spin for the structures above in their given order: 31.92; 61.57; 14.89; 45.29; 39.19; 11.10 kcal/mol.